{"formula": "C21H20BrN8S2Ti", "method": "ωB97M-V/def2-TZVPD", "homo_lumo_gap_ev": [7.59, 7.35], "charge": 2, "largest_force_ha_per_bohr": 0.0472, "relative_energy_kcal_mol": 9.7, "spin_multiplicity": 2, "e_lumo_ev": [-6.16, -6.47], "total_energy_ev": -148840.836, "molar_mass_g_mol": 576.35, "homo_ha": [-0.50500, -0.50823], "species": ["Ti", "N", "C", "S", "N", "N", "C", "C", "C", "C", "C", "C", "N", "H", "H", "H", "H", "H", "H", "H", "C", "N", "C", "C", "N", "C", "S", "C", "C", "C", "C", "C", "N", "H", "H", "H", "H", "H", "H", "H", "H", "H", "Br", "C", "C", "C", "C", "C", "N", "H", "H", "H", "H"], "coordinates": [[0.00, -0.03, 0.26], [1.97, -3.58, -1.57], [1.55, -2.42, -1.07], [-0.09, -2.31, -0.45], [2.44, -1.44, -1.06], [1.89, -0.31, -0.52], [2.67, 0.71, -0.44], [2.07, 1.99, -0.04], [2.79, 3.17, 0.03], [2.12, 4.34, 0.32], [0.75, 4.32, 0.53], [0.10, 3.11, 0.46], [0.74, 1.96, 0.20], [1.37, -4.39, -1.58], [2.91, -3.67, -1.89], [3.70, 0.63, -0.75], [3.86, 3.15, -0.16], [2.66, 5.28, 0.37], [0.19, 5.22, 0.74], [-0.97, 3.03, 0.62], [-5.11, -1.64, 1.14], [-4.64, -0.83, 0.01], [-5.38, -0.55, -1.14], [-4.60, 0.19, -1.93], [-3.38, 0.37, -1.27], [-3.43, -0.28, -0.08], [-2.27, -0.39, 1.18], [-2.29, 1.05, -1.89], [-2.59, 2.08, -2.76], [-1.58, 2.58, -3.56], [-0.32, 2.00, -3.51], [-0.12, 1.00, -2.57], [-1.06, 0.57, -1.71], [-6.14, -1.91, 0.95], [-5.04, -1.06, 2.06], [-4.50, -2.53, 1.23], [-6.38, -0.92, -1.28], [-4.78, 0.57, -2.92], [-3.59, 2.48, -2.80], [-1.78, 3.40, -4.25], [0.48, 2.29, -4.16], [0.84, 0.51, -2.50], [2.30, -2.06, 2.31], [1.27, -0.74, 3.14], [1.39, -0.65, 4.52], [0.68, 0.32, 5.19], [-0.13, 1.18, 4.46], [-0.20, 1.01, 3.10], [0.48, 0.07, 2.41], [2.05, -1.34, 5.03], [0.77, 0.41, 6.27], [-0.71, 1.95, 4.94], [-0.85, 1.65, 2.53]]}

{"formula": "C21H20ClN12PdTe", "method": "ωB97M-V/def2-TZVPD", "homo_lumo_gap_ev": [6.12, 6.85], "charge": -1, "largest_force_ha_per_bohr": 0.0150, "relative_energy_kcal_mol": 3.3, "spin_multiplicity": 3, "e_lumo_ev": [2.11, 1.95], "total_energy_ev": -63277.963, "molar_mass_g_mol": 709.95, "homo_ha": [-0.14758, -0.18024], "species": ["Pd", "N", "C", "N", "N", "N", "N", "C", "N", "N", "N", "N", "H", "C", "Te", "C", "C", "C", "C", "C", "C", "C", "H", "H", "H", "H", "H", "H", "H", "H", "Cl", "C", "C", "C", "C", "C", "C", "C", "H", "H", "H", "H", "H", "H", "N", "C", "C", "N", "C", "C", "N", "H", "H", "H", "H", "H"], "coordinates": [[0.14, 0.08, -0.26], [-3.29, -0.95, -0.12], [-2.86, -0.08, 0.85], [-3.60, 0.34, 1.88], [-2.77, 1.15, 2.57], [-1.62, 1.20, 1.99], [-1.65, 0.43, 0.89], [-2.62, -1.21, -1.31], [-3.18, -1.88, -2.29], [-2.22, -1.93, -3.25], [-1.15, -1.33, -2.84], [-1.37, -0.84, -1.59], [-4.26, -1.21, -0.10], [0.61, 3.26, 3.05], [0.41, 2.67, 1.01], [1.97, 4.15, 0.71], [1.87, 5.09, 1.89], [2.41, 6.38, 1.86], [2.30, 7.21, 2.96], [1.65, 6.77, 4.11], [1.10, 5.49, 4.14], [1.21, 4.65, 3.03], [1.25, 2.55, 3.57], [-0.38, 3.23, 3.49], [1.80, 4.68, -0.23], [2.97, 3.70, 0.66], [2.92, 6.72, 0.97], [2.72, 8.21, 2.93], [1.55, 7.42, 4.97], [0.58, 5.15, 5.02], [-3.73, -5.40, 1.14], [-2.34, -4.33, 1.14], [-1.38, -4.46, 0.15], [-0.29, -3.60, 0.15], [-0.14, -2.59, 1.11], [0.94, -1.62, 1.05], [-1.14, -2.50, 2.10], [-2.22, -3.36, 2.12], [-1.49, -5.21, -0.62], [0.46, -3.69, -0.63], [1.83, -1.92, 0.53], [1.12, -1.06, 1.96], [-1.06, -1.72, 2.85], [-2.98, -3.26, 2.88], [3.08, 2.59, -3.76], [2.68, 1.34, -3.33], [2.28, 1.11, -2.02], [1.85, -0.07, -1.61], [1.81, -1.05, -2.51], [2.22, -0.82, -3.81], [2.66, 0.36, -4.23], [3.41, 3.24, -3.07], [3.57, 2.60, -4.64], [2.34, 1.90, -1.27], [1.44, -2.01, -2.19], [2.17, -1.61, -4.55]]}

{"formula": "C21H20F2N", "method": "ωB97M-V/def2-TZVPD", "homo_lumo_gap_ev": 6.25, "charge": 1, "largest_force_ha_per_bohr": 0.0269, "relative_energy_kcal_mol": 0.0, "e_lumo_ev": -5.71, "total_energy_ev": -29019.568, "molar_mass_g_mol": 324.39, "homo_ha": -0.43970, "species": ["C", "C", "C", "F", "C", "C", "C", "C", "C", "C", "F", "C", "C", "C", "C", "C", "C", "H", "H", "H", "H", "H", "H", "H", "H", "H", "H", "H", "H", "H", "C", "C", "C", "C", "N", "C", "C", "H", "H", "H", "H", "H", "H", "H"], "coordinates": [[-2.35, -4.99, 2.93], [-1.11, -4.26, 2.59], [-0.68, -4.25, 1.27], [-1.42, -4.93, 0.34], [0.45, -3.58, 0.84], [1.25, -2.86, 1.78], [2.42, -2.13, 1.48], [3.11, -2.00, 0.25], [2.69, -2.57, -1.00], [3.45, -2.35, -2.13], [3.01, -2.90, -3.31], [4.62, -1.61, -2.14], [5.34, -1.44, -3.42], [5.05, -1.06, -0.92], [4.32, -1.24, 0.23], [0.80, -2.88, 3.15], [-0.34, -3.55, 3.53], [-2.55, -4.92, 4.00], [-3.21, -4.59, 2.38], [-2.26, -6.06, 2.66], [0.70, -3.63, -0.21], [2.88, -1.61, 2.32], [1.80, -3.17, -1.08], [6.24, -0.85, -3.27], [5.62, -2.41, -3.85], [4.71, -0.92, -4.16], [5.97, -0.48, -0.91], [4.66, -0.81, 1.18], [1.39, -2.33, 3.88], [-0.66, -3.55, 4.57], [-0.24, 5.07, 2.62], [0.34, 3.69, 2.46], [-0.44, 2.66, 1.95], [0.12, 1.38, 1.81], [1.39, 1.12, 2.16], [2.15, 2.10, 2.65], [1.66, 3.41, 2.82], [0.51, 5.76, 3.03], [-0.58, 5.48, 1.66], [-1.11, 5.07, 3.29], [-1.48, 2.82, 1.65], [-0.47, 0.55, 1.42], [3.18, 1.86, 2.92], [2.32, 4.18, 3.22]]}

{"formula": "C21H20F5O2Pt", "method": "ωB97M-V/def2-TZVPD", "homo_lumo_gap_ev": [5.11, 5.16], "charge": -1, "largest_force_ha_per_bohr": 0.0654, "relative_energy_kcal_mol": 0.0, "spin_multiplicity": 5, "e_lumo_ev": [2.68, 1.21], "total_energy_ev": -43020.640, "molar_mass_g_mol": 594.46, "homo_ha": [-0.08926, -0.14520], "species": ["Pt", "C", "C", "C", "H", "C", "C", "H", "H", "H", "H", "C", "C", "C", "H", "C", "C", "H", "H", "H", "H", "O", "C", "C", "C", "C", "C", "H", "H", "H", "H", "H", "H", "H", "H", "H", "H", "F", "C", "C", "F", "C", "F", "C", "O", "C", "F", "C", "F"], "coordinates": [[0.07, 0.48, 0.58], [1.94, 0.97, 1.46], [2.22, 0.11, 0.29], [2.42, 0.97, -0.84], [2.54, -0.94, 0.38], [2.13, 2.29, -0.44], [1.77, 2.31, 0.93], [1.55, 3.18, 1.55], [2.03, 0.68, 2.49], [2.85, 0.65, -1.79], [2.26, 3.18, -1.06], [-1.95, 0.94, 1.16], [-1.33, 2.21, 1.47], [-0.98, 2.84, 0.25], [-1.27, 2.64, 2.47], [-1.31, 1.99, -0.83], [-1.91, 0.78, -0.30], [-2.36, -0.04, -0.85], [-2.50, 0.29, 1.84], [-0.56, 3.84, 0.16], [-1.26, 2.24, -1.89], [0.31, -2.19, -0.21], [-0.13, 0.24, -4.58], [0.50, -0.94, -4.26], [0.70, 1.45, -4.24], [-1.61, 0.22, -4.34], [0.70, -2.19, -1.41], [1.49, -0.95, -3.91], [-0.12, -1.79, -4.02], [0.10, -2.79, -2.09], [1.60, -1.73, -1.74], [0.86, 2.25, -5.00], [1.68, 1.13, -3.90], [0.19, 1.90, -3.39], [-2.31, 0.06, -5.20], [-1.89, 1.13, -3.82], [-1.81, -0.62, -3.67], [-1.15, -3.36, 6.44], [-0.87, -2.80, 5.24], [-0.63, -1.42, 5.20], [-0.61, -0.67, 6.32], [-0.43, -0.84, 3.97], [-0.12, 0.48, 3.87], [-0.26, -1.63, 2.82], [0.50, -1.13, 1.91], [-0.58, -3.04, 2.88], [-0.48, -3.80, 1.77], [-0.85, -3.61, 4.10], [-1.11, -4.94, 4.23]]}